C5H8O | the ωB97M-V functional and the def2-TZVPD basis

CARTESIAN COORDINATES (ANGSTROEM)
C -0.7994 0.8640 0.7147
O -1.4545 0.3931 -0.4115
C -0.9522 -0.8977 -0.4446
C 0.5502 -0.7642 -0.3175
C 1.2534 0.4482 -0.8533
C 0.6611 0.5150 0.5237
H -1.1149 1.8927 0.9436
H -1.1640 -0.1256 1.5306
H -1.4086 -1.4666 -1.2682
H -1.2579 -1.2160 0.8139
H 1.1005 -1.6771 -0.1203
H 0.8459 1.0240 -1.6769
H 2.3406 0.3577 -0.8604
H 1.2997 0.6228 1.3930

Forces on atoms 1 to 2 (eV/Å):
-0.533 -1.086 1.502
-0.175 0.190 -0.268

HOMO energy = -9.960 eV
SMILES = C1OC[C@H]2C[C@@H]12
Spin multiplicity = 1
Total energy = -270.4359 a.u.
E_LUMO = 1.12 eV
Energy relative to the best compared isomer or geometry (same formula, charge and spin) = 320.2 kJ/mol